1.
{
  "formula": "C5H14NO2",
  "method": "ωB97M-V with the def2-TZVPD basis set",
  "species": ["C", "C", "C", "C", "N", "C", "O", "H", "H", "H", "H", "H", "H", "H", "H", "H", "H", "H", "H", "H", "H", "O"],
  "xyz": [[0.26173, 0.06999, 0.80531], [-0.62906, -1.12150, 0.42003], [-2.07103, -0.82298, 0.89749], [-0.07656, -2.48421, 0.85817], [1.51672, 0.17115, 0.09311], [1.40057, 0.76096, -1.26893], [1.93773, 1.98579, -1.36407], [-0.38095, 0.93635, 0.51153], [0.42436, 0.14037, 1.88468], [-0.66387, -1.13149, -0.66957], [-2.51725, -0.05899, 0.26613], [-2.01192, -0.38732, 1.88588], [-2.72069, -1.69833, 0.83395], [-0.26858, -3.20881, 0.06548], [0.98432, -2.49712, 1.10968], [-0.55497, -2.79402, 1.79823], [2.18755, 0.67057, 0.65686], [1.91743, 0.06456, -1.98302], [0.33534, 0.65541, -1.56600], [1.06175, 3.21960, -1.74543], [-0.44810, 3.69738, -1.45991], [0.31546, 3.83263, -2.02961]],
  "atomic_forces_ev_per_a": [[-0.6, 0.9, -0.9], [0.2, 0.1, 0.0], [0.7, -0.2, -0.6], [-0.4, 0.1, 0.6], [-0.5, -1.2, 0.4], [1.2, 0.1, -0.6], [0.0, 0.2, 0.3], [0.2, 0.0, 0.4], [-0.1, -0.3, 0.1], [0.1, 0.1, -0.1], [0.0, 0.1, -0.2], [-0.3, -0.2, 0.6], [0.1, 0.0, 0.3], [0.0, -0.3, 0.3], [0.1, 0.3, -0.5], [-0.2, -0.2, -0.2], [0.1, 0.4, -0.4], [-0.1, -0.1, 0.3], [-0.4, 0.3, 0.2], [-0.2, -0.9, 0.3], [0.4, -0.2, 0.0], [-0.5, 1.0, -0.4]],
  "mulliken_charge": [-0.993, 1.053, -1.664, -1.426, -0.288, -0.343, -0.911, 0.259, 0.465, 0.113, 0.409, 0.335, 0.442, 0.305, 0.373, 0.333, 0.246, 0.199, 0.140, 0.447, 0.242, -0.737],
  "e_lumo_ev": 3.5,
  "homo_lumo_gap_ev": 6.67,
  "charge": -1,
  "multiplicity": 1,
  "relative_energy_ev": 0.319
}

---

2.
{
  "formula": "C11H10F3N5O",
  "method": "ωB97M-V with the def2-TZVPD basis set",
  "species": ["H", "N", "C", "C", "C", "O", "N", "C", "N", "C", "C", "C", "F", "F", "F", "C", "N", "C", "C", "C", "N", "H", "H", "H", "H", "H", "H", "H", "H", "H"],
  "xyz": [[3.66393, 3.48332, -0.32674], [3.02012, 2.77258, -0.62144], [1.78563, 3.08175, -0.37857], [1.28404, 4.38547, 0.20169], [-0.02377, 4.31011, 0.08100], [-0.52660, 3.11583, -0.52899], [0.62615, 2.41981, -0.81144], [0.62866, 1.03268, -0.93914], [1.69004, 0.32710, -1.20074], [1.65908, -1.02751, -1.21006], [0.41325, -1.67529, -1.11089], [0.36686, -3.20231, -1.12236], [1.13407, -3.74768, -0.16438], [-0.79606, -3.78513, -0.96960], [0.87552, -3.63002, -2.37836], [-0.61868, -0.85716, -0.84347], [-1.94037, -1.11714, -0.42505], [-2.21133, -1.92827, 0.76401], [-1.03795, -2.13332, 1.74145], [-2.13073, -1.29009, 2.18157], [-0.53329, 0.41231, -0.79674], [1.82823, 5.13494, 0.73653], [-0.72441, 5.14094, 0.22643], [2.46263, -1.62142, -1.31417], [-2.50531, -0.23884, -0.41074], [-2.96697, -2.68050, 0.67624], [-0.97755, -3.19798, 2.18619], [-0.00346, -1.61589, 1.59300], [-2.61780, -1.59731, 3.07874], [-1.82389, -0.27098, 2.08600]],
  "atomic_forces_ev_per_a": [[0.0, 0.4, 0.5], [-2.3, -0.9, -0.2], [2.5, 2.5, -0.1], [-0.3, -2.4, -0.3], [-1.5, 0.2, -0.8], [0.5, 1.7, 1.2], [2.6, -1.1, -0.2], [-2.3, -2.1, -0.6], [3.3, -0.9, 0.2], [-5.2, 3.2, 0.0], [2.2, -2.3, 0.1], [1.1, 0.2, -1.4], [0.7, 0.2, -0.2], [-1.0, 0.2, -0.4], [-0.5, 0.4, 1.8], [-4.4, 0.0, 1.7], [-1.7, -1.4, 0.6], [1.4, 0.6, 1.0], [2.2, -2.4, -0.3], [0.3, 0.9, -1.0], [0.9, 5.1, 0.0], [0.3, 0.2, -0.2], [-0.2, -1.0, 0.1], [3.3, -1.3, -0.5], [1.2, -1.1, -0.2], [0.1, -0.6, -0.2], [0.1, 1.9, -0.7], [-2.0, -1.3, -0.1], [-1.0, 0.0, 0.0], [-0.3, 0.8, 0.5]],
  "mulliken_charge": [0.232, -0.641, 0.465, -0.384, -0.467, -0.311, 0.320, 0.441, -0.526, -1.017, 0.335, 0.828, -0.248, -0.253, -0.285, 0.371, -0.269, -0.348, -0.215, -0.800, -0.369, 0.377, 0.367, 0.621, 0.391, 0.384, 0.265, 0.157, 0.335, 0.242],
  "e_lumo_ev": 0.3,
  "smiles": "[H]/N=c1\\ccon1-c1ncc(C(F)(F)F)c(NC2CC2)n1",
  "homo_lumo_gap_ev": 9.15,
  "charge": 0,
  "multiplicity": 1,
  "relative_energy_ev": 1.987
}

---

3.
{
  "formula": "H16NaO8",
  "method": "ωB97M-V with the def2-TZVPD basis set",
  "species": ["Na", "O", "H", "H", "O", "H", "H", "O", "H", "H", "O", "H", "H", "O", "H", "H", "O", "H", "H", "O", "H", "H", "O", "H", "H"],
  "xyz": [[-0.12595, 0.19318, 0.23227], [-1.61956, -1.43172, 1.15258], [-1.70145, -2.38472, 1.11598], [-2.48984, -1.12571, 1.40794], [-0.11694, 2.14508, 2.13795], [-0.97182, 2.32828, 2.52763], [0.46668, 2.02213, 2.88660], [-2.31533, 0.34255, -0.78358], [-2.76181, 0.72641, -1.53825], [-2.69861, -0.53020, -0.69634], [1.45213, -1.41780, 1.24859], [1.15945, -1.76976, 2.08925], [2.24009, -0.91688, 1.45939], [-0.22213, 2.90856, -0.97830], [-0.64844, 3.33928, -0.23737], [0.45679, 2.36336, -0.58076], [0.44194, -3.13662, -0.63498], [0.59233, -2.44976, 0.01450], [1.31890, -3.39458, -0.91894], [0.43231, -0.48985, -2.24689], [0.45784, -1.40835, -2.51514], [-0.05676, -0.05021, -2.94242], [1.97407, 1.38427, -0.44420], [2.68173, 2.00870, -0.60396], [2.05440, 0.74439, -1.15155]],
  "atomic_forces_ev_per_a": [[-0.2, 0.1, -0.2], [0.2, 0.1, 0.0], [0.1, -0.5, -0.1], [-0.3, 0.2, 0.3], [0.0, -0.4, -0.5], [-0.3, 0.1, 0.1], [0.3, 0.1, 0.2], [0.1, 0.1, 0.2], [0.0, 0.4, -0.2], [0.0, -0.3, 0.0], [-0.2, 0.5, 0.0], [-0.2, -0.2, 0.3], [0.4, 0.2, -0.1], [-0.6, -0.1, -0.2], [-0.1, 0.3, 0.1], [0.6, 0.1, 0.0], [-0.6, -0.1, -0.5], [0.4, 0.1, 0.1], [0.2, -0.2, 0.0], [0.2, 0.3, 0.4], [0.0, -0.5, 0.2], [-0.1, 0.3, -0.2], [0.0, -0.4, 0.5], [0.2, 0.4, 0.1], [-0.1, -0.4, -0.6]],
  "mulliken_charge": [0.769, -0.523, 0.283, 0.282, -0.555, 0.307, 0.279, -0.527, 0.272, 0.309, -0.611, 0.299, 0.281, -0.584, 0.344, 0.342, -0.634, 0.359, 0.318, -0.518, 0.293, 0.282, -0.668, 0.285, 0.314],
  "e_lumo_ev": -3.2,
  "homo_lumo_gap_ev": 10.97,
  "charge": 1,
  "multiplicity": 1,
  "relative_energy_ev": 0.139
}

---

4.
{
  "formula": "C25H20MnNO7S2",
  "method": "ωB97M-V with the def2-TZVPD basis set",
  "species": ["Mn", "O", "S", "O", "O", "C", "C", "C", "C", "C", "C", "S", "O", "O", "O", "H", "H", "H", "H", "C", "C", "C", "C", "N", "C", "C", "C", "C", "C", "C", "C", "H", "H", "H", "H", "H", "H", "H", "H", "C", "C", "O", "C", "C", "C", "C", "C", "C", "H", "H", "H", "H", "H", "H", "H", "H"],
  "xyz": [[0.91055, -0.57099, -0.09491], [2.92686, 1.60405, -0.21324], [2.56412, 1.53639, 1.17637], [3.61693, 1.48434, 2.15120], [1.61989, 0.34955, 1.41594], [1.58973, 2.97582, 1.54969], [2.15417, 3.84334, 2.47962], [1.54862, 5.05150, 2.77686], [0.37015, 5.40325, 2.13937], [-0.20407, 4.53747, 1.22540], [0.39141, 3.31661, 0.92433], [-0.65860, 2.30691, -0.12870], [-1.17318, 3.17545, -1.15306], [-1.62929, 1.79941, 0.81946], [0.14331, 1.20201, -0.74384], [3.08190, 3.55575, 2.95184], [2.00290, 5.71592, 3.49986], [-0.10993, 6.34863, 2.35574], [-1.13086, 4.79560, 0.73209], [-0.93220, -2.06632, -3.73635], [0.14817, -2.64405, -4.38757], [1.37772, -2.68105, -3.76070], [1.51627, -2.12869, -2.49283], [0.46826, -1.53239, -1.88685], [-0.72305, -1.52117, -2.48820], [2.73534, -2.15603, -1.67995], [3.89842, -2.82130, -2.05760], [4.98463, -2.83860, -1.19972], [4.90852, -2.19662, 0.02895], [3.75200, -1.52518, 0.40694], [2.66053, -1.49961, -0.44818], [-1.91462, -2.02901, -4.18304], [0.02907, -3.06925, -5.37546], [2.22908, -3.13615, -4.24391], [-1.52916, -1.06310, -1.94101], [3.96195, -3.33123, -3.01046], [5.89053, -3.35529, -1.48792], [5.75867, -2.21013, 0.69886], [3.72014, -1.01599, 1.36006], [-2.03344, -2.62520, 2.29925], [-1.97924, -1.52706, 1.27587], [-0.88759, -1.24006, 0.78846], [-3.20560, -0.79270, 0.92083], [-4.36961, -0.94824, 1.67504], [-5.50445, -0.22401, 1.35816], [-5.48033, 0.65110, 0.28014], [-4.32242, 0.82173, -0.46552], [-3.16634, 0.14346, -0.11451], [-1.06009, -3.10323, 2.36184], [-2.79799, -3.35996, 2.04741], [-2.28472, -2.20307, 3.27388], [-4.38659, -1.62252, 2.52048], [-6.40452, -0.33873, 1.94675], [-6.37845, 1.19043, 0.00687], [-4.30192, 1.51027, -1.29960], [-2.39157, 0.05795, -0.85440]],
  "atomic_forces_ev_per_a": [[0.1, 0.7, -0.3], [0.0, 0.0, 0.0], [0.0, -0.2, 0.1], [0.0, 0.0, 0.0], [0.0, 0.0, 0.1], [0.0, 0.0, 0.0], [0.0, 0.0, -0.1], [0.0, 0.0, 0.0], [0.0, 0.0, 0.0], [0.0, 0.0, 0.0], [0.0, 0.0, -0.2], [0.0, 0.0, 0.1], [0.0, 0.0, 0.0], [0.2, 0.1, 0.1], [-0.2, 0.0, 0.1], [0.0, 0.0, 0.0], [0.0, 0.0, 0.0], [0.0, 0.0, 0.0], [0.0, 0.0, 0.0], [0.0, 0.0, 0.0], [0.0, 0.0, 0.0], [0.0, 0.0, 0.0], [0.0, 0.0, 0.0], [0.1, -0.1, 0.1], [0.0, 0.1, 0.0], [0.0, 0.0, 0.0], [0.0, 0.0, 0.0], [0.0, 0.0, 0.0], [0.0, 0.0, 0.0], [0.0, 0.0, 0.0], [-0.1, -0.2, 0.2], [0.0, 0.0, 0.0], [0.0, 0.0, 0.0], [0.0, 0.0, 0.0], [0.0, 0.0, 0.0], [0.0, 0.0, 0.0], [0.0, 0.0, 0.0], [0.0, 0.0, 0.0], [0.0, 0.0, 0.0], [0.0, 0.0, 0.0], [-0.1, 0.1, 0.2], [0.0, -0.1, -0.3], [0.4, 0.1, 0.2], [-0.1, 0.1, 0.1], [0.0, -0.1, 0.1], [0.1, 0.1, -0.1], [-0.1, 0.2, 0.2], [-1.0, -1.4, -0.9], [0.0, 0.0, 0.0], [0.0, 0.0, 0.0], [0.0, 0.0, 0.0], [0.0, 0.0, 0.0], [0.0, 0.0, 0.0], [0.0, 0.0, 0.0], [0.0, -0.1, 0.0], [0.5, 0.7, 0.4]],
  "lowdin_spin": [3.986, 0.008, 0.009, 0.001, 0.023, 0.000, 0.000, 0.000, 0.000, 0.000, 0.001, 0.008, 0.005, 0.002, 0.051, 0.000, 0.000, 0.000, 0.000, 0.001, 0.007, 0.001, 0.007, -0.019, 0.005, -0.004, -0.009, 0.021, -0.010, 0.002, -0.158, 0.000, 0.000, 0.000, 0.000, -0.002, 0.001, -0.002, -0.001, 0.001, 0.010, 0.048, 0.001, 0.001, 0.000, 0.001, 0.000, 0.001, 0.000, 0.000, 0.000, 0.000, 0.000, 0.000, 0.000, 0.000],
  "e_lumo_ev": [-0.7, -0.8],
  "homo_lumo_gap_ev": [8.24, 8.11],
  "s_squared": 6.14,
  "charge": 0,
  "multiplicity": 5,
  "relative_energy_ev": 0.915
}

---

5.
{
  "formula": "C4H7NO",
  "method": "ωB97M-V with the def2-TZVPD basis set",
  "species": ["C", "C", "C", "N", "C", "O", "H", "H", "H", "H", "H", "H", "H"],
  "xyz": [[0.19406, 0.23627, 1.56587], [-0.54866, 0.57448, 0.29271], [0.20011, 0.96094, -0.95292], [-0.54151, -0.25788, -0.87981], [-0.11084, -1.53442, -1.13523], [0.60147, -1.83504, -2.06721], [-0.31666, -0.53698, 2.14860], [0.24273, 1.13630, 2.18959], [1.21995, -0.09340, 1.37717], [-1.51396, 1.04973, 0.46754], [-0.17624, 1.72480, -1.63007], [1.28456, 0.86433, -0.91978], [-0.55600, -2.27704, -0.45176]],
  "atomic_forces_ev_per_a": [[0.0, 0.0, 0.0], [-0.1, 0.1, 0.3], [0.1, 0.2, -0.1], [-0.1, -0.3, -0.1], [0.2, 0.1, -0.2], [-0.2, 0.1, 0.4], [0.0, 0.1, -0.1], [0.0, -0.1, -0.1], [-0.1, 0.0, -0.1], [0.1, 0.0, -0.1], [0.0, -0.1, 0.2], [-0.1, 0.0, 0.0], [0.0, 0.0, 0.0]],
  "mulliken_charge": [-1.271, 0.212, -0.471, -0.149, 0.109, -0.526, 0.301, 0.344, 0.340, 0.324, 0.220, 0.237, 0.329],
  "e_lumo_ev": 0.9,
  "smiles": "C[C@H]1CN1C=O",
  "homo_lumo_gap_ev": 10.68,
  "charge": 0,
  "multiplicity": 1,
  "relative_energy_ev": 1.746
}

---

6.
{
  "formula": "C15H18O",
  "method": "ωB97M-V with the def2-TZVPD basis set",
  "species": ["C", "C", "C", "C", "C", "C", "C", "H", "H", "H", "H", "H", "H", "H", "H", "C", "C", "C", "C", "C", "C", "C", "C", "O", "H", "H", "H", "H", "H", "H", "H", "H", "H", "H"],
  "xyz": [[0.65792, -2.22559, -1.29777], [2.42945, -0.35978, -1.91494], [1.80326, -1.25761, -0.97233], [3.75878, 0.25757, -1.77990], [4.24302, 0.11108, -0.40936], [2.36619, -1.17022, 0.40525], [3.55543, -0.62168, 0.57940], [2.01415, -0.38089, -2.90509], [4.26631, 0.55645, -2.66796], [-0.03924, -1.74767, -2.03274], [-0.03361, -2.35420, -0.48940], [5.28092, 0.39605, -0.28645], [1.94141, -1.94366, 1.04989], [4.03905, -0.99323, 1.47004], [1.16407, -3.11797, -1.74647], [-0.46726, 0.98851, -0.55721], [-1.08374, 1.87285, -1.65229], [-1.53910, 0.74030, 0.40843], [-2.31066, -0.43437, 0.47776], [-1.73834, 1.66871, 1.40713], [-3.19426, -0.76718, 1.52320], [-2.59859, 1.54179, 2.44882], [-3.32215, 0.33786, 2.51046], [-3.99415, 0.06405, 3.71446], [-0.17066, 0.01978, -0.96643], [0.54259, 1.23196, -0.17797], [-1.91859, 1.48564, -2.16106], [-2.26051, -1.19154, -0.29817], [-1.14663, 2.57364, 1.38446], [-3.74490, -1.63257, 1.67319], [-2.82797, 2.31345, 3.19261], [-4.36006, -0.75690, 3.72838], [-0.14757, 1.90440, -2.31592], [-1.16456, 2.89096, -1.34204]],
  "atomic_forces_ev_per_a": [[1.1, 1.6, -1.7], [1.0, -1.8, 0.6], [1.2, 2.6, -0.1], [-4.1, -1.6, 2.3], [1.1, -0.1, -0.7], [-4.1, -2.7, -2.2], [3.0, 1.1, -0.4], [-0.3, 0.1, -0.7], [0.5, 0.5, -0.1], [0.7, -0.5, -0.2], [0.1, -0.8, 1.0], [0.1, 0.0, 0.6], [0.3, 0.4, 0.5], [0.6, 0.8, 0.4], [-1.1, 0.2, 0.6], [-0.6, -1.3, -1.1], [5.1, 0.1, -0.7], [-0.5, -1.0, 2.1], [-0.7, -1.1, 0.0], [0.8, 1.2, -0.4], [1.7, 6.2, 1.3], [-2.3, -1.5, 0.7], [0.3, -2.8, 0.1], [1.6, 4.4, -0.6], [-0.4, 0.2, -0.4], [-0.8, 0.9, 0.2], [-1.0, -0.5, -0.4], [0.5, 0.1, -0.2], [0.2, 0.1, -0.2], [-0.8, -1.6, -0.1], [0.5, -0.4, -0.2], [-1.5, -3.6, -0.3], [-1.6, 0.2, -0.2], [-0.7, 0.7, 0.4]],
  "lowdin_spin": [0.027, 0.010, 0.172, 0.235, 0.192, 0.184, 0.054, -0.003, 0.028, 0.003, 0.005, 0.013, 0.022, -0.003, 0.010, 0.009, 0.005, 0.003, 0.005, 0.006, 0.004, 0.002, 0.001, 0.001, 0.001, 0.003, 0.000, 0.002, 0.001, 0.001, 0.000, 0.000, 0.003, 0.001],
  "e_lumo_ev": [2.8, 2.7],
  "homo_lumo_gap_ev": [2.19, 6.11],
  "s_squared": 0.76,
  "charge": -1,
  "multiplicity": 2,
  "relative_energy_ev": 2.432
}

---

Q: Among the records above, which one has the highest multiplicity?
A: C25H20MnNO7S2